{
  "formula": "C6H9N4O2PS",
  "method": "wB97M-V/def2-TZVPD",
  "molar_mass_g_mol": 232.2,
  "lumo_energy_ev": -0.57,
  "spin_multiplicity": 1,
  "e_above_lowest_kj_mol": 234.86,
  "e_homo_ev": -8.51,
  "species": ["C", "C", "C", "C", "C", "C", "N", "N", "N", "N", "O", "O", "P", "S", "H", "H", "H", "H", "H", "H", "H", "H", "H"],
  "xyz": [[2.55513, -1.56942, -1.34064], [1.70879, -0.96760, -0.45877], [3.62222, 0.35671, -0.14922], [0.32513, -2.02356, 1.30675], [-0.43523, 1.72217, -1.27098], [0.30757, -1.33085, -0.11381], [2.35013, 0.09074, 0.20845], [2.74608, 2.60737, 1.51918], [-0.15041, -1.20734, 2.28173], [-0.45390, -0.15612, -0.06833], [0.86133, -3.08514, 1.42414], [-0.54126, 0.34502, -1.41170], [1.88186, 1.48479, 1.14796], [4.11294, -0.79180, -1.41264], [2.37817, -2.32500, -2.07397], [-1.31521, 1.94605, -0.75507], [-0.53354, 2.32445, -2.22624], [0.41839, 2.10791, -0.53444], [0.10996, -2.20279, -0.73259], [-0.85141, -0.46974, 2.08343], [-0.35404, -1.68237, 3.11429], [-1.41028, -0.41136, 0.32699], [0.74900, 0.83617, 1.94521]],
  "forces_ev_per_angstrom": [[-0.19, 0.83, 0.18], [0.87, -0.75, -0.74], [1.62, -0.49, -1.09], [0.42, 1.61, -1.94], [0.89, 2.39, 0.46], [2.06, -1.99, 1.25], [1.06, 0.29, -0.92], [0.56, 1.75, 0.38], [-1.20, 0.72, 0.00], [-2.42, 0.07, -0.27], [-0.15, -0.58, 0.66], [0.56, -1.12, 0.22], [-2.46, -2.95, 1.75], [-1.52, 0.85, 1.84], [-0.60, -0.51, 0.09], [-1.51, 1.24, 1.12], [0.76, -1.28, 0.81], [-1.34, -0.86, -2.12], [-1.00, 0.29, -0.69], [1.06, -0.90, 0.03], [-0.08, -0.65, 1.55], [0.95, 0.70, -1.52], [1.65, 1.34, -1.07]],
  "nbo_charge": [-0.385, 0.118, -0.103, 0.689, -0.242, -0.207, -0.758, -0.902, -0.825, -0.359, -0.560, -0.387, 1.384, 0.383, 0.243, 0.164, 0.217, 0.162, 0.231, 0.397, 0.403, 0.352, -0.017]
}

{
  "formula": "C6H9N5O",
  "method": "wB97M-V/def2-TZVPD",
  "molar_mass_g_mol": 167.2,
  "lumo_energy_ev": 0.52,
  "smiles": "Oc1nc[nH]n1.N#CC1CNC1",
  "spin_multiplicity": 1,
  "e_above_lowest_kj_mol": 151.34,
  "e_homo_ev": -9.22,
  "species": ["C", "C", "C", "C", "C", "C", "H", "H", "H", "H", "H", "H", "H", "H", "H", "N", "N", "N", "N", "N", "O"],
  "xyz": [[0.37849, -0.44017, 1.81637], [-0.57730, 1.40870, 1.72682], [-0.43521, -0.98780, -0.57770], [-0.54885, 0.27163, -1.32342], [-1.19361, 0.11788, -2.71764], [0.73039, 0.66738, -2.08987], [-0.31736, -2.15886, 2.01829], [-1.29444, 2.22609, 1.70925], [1.26661, 2.43487, 1.49900], [-0.98563, 1.03727, -0.67694], [-1.78186, 1.01736, -2.97651], [-1.79140, -0.78243, -2.89218], [0.27804, 0.62033, -4.15681], [0.84110, 1.76419, -2.11241], [1.67172, 0.21546, -1.75313], [-0.85804, 0.13035, 1.85857], [0.74294, 1.58393, 1.61395], [1.38637, 0.38224, 1.67120], [-0.35054, -1.97419, 0.01861], [0.15345, 0.08109, -3.30712], [0.55881, -1.75298, 1.91843]],
  "forces_ev_per_angstrom": [[0.02, -0.36, 0.95], [-0.20, 0.22, 0.21], [-0.10, -0.65, -0.27], [-0.12, -0.22, 0.39], [-0.38, 0.04, -0.21], [0.47, 0.19, 0.19], [0.40, 0.09, -0.10], [0.22, -0.23, 0.03], [-0.02, -0.09, 0.04], [0.09, -0.23, -0.13], [0.16, -0.29, 0.07], [0.06, 0.19, 0.05], [-0.01, -0.10, 0.10], [-0.02, -0.22, -0.03], [-0.24, 0.10, -0.07], [0.07, 0.39, 0.28], [0.06, 0.04, -0.08], [0.07, 0.28, -0.16], [-1.36, 0.04, -3.49], [0.07, 0.12, -0.29], [0.76, 0.69, 2.53]],
  "nbo_charge": [0.585, 0.175, 0.302, -0.350, -0.192, -0.194, 0.513, 0.209, 0.416, 0.245, 0.176, 0.204, 0.360, 0.173, 0.210, -0.537, -0.367, -0.338, -0.361, -0.609, -0.620]
}

{
  "formula": "C6H9N5S",
  "method": "wB97M-V/def2-TZVPD",
  "molar_mass_g_mol": 183.2,
  "lumo_energy_ev": -0.56,
  "smiles": "CN(C)/N=C/C(=S)n1cncn1",
  "spin_multiplicity": 1,
  "e_above_lowest_kj_mol": 0.00,
  "e_homo_ev": -8.33,
  "species": ["C", "C", "C", "C", "C", "C", "N", "N", "N", "N", "N", "S", "H", "H", "H", "H", "H", "H", "H", "H", "H"],
  "xyz": [[-2.10626, -3.34218, 1.10880], [-1.19138, -3.64314, -0.78206], [-0.09747, 0.02558, -0.12246], [-0.06474, -1.44800, -0.84511], [2.02609, 2.86049, -0.66229], [0.18782, 2.66697, 1.01339], [-1.96198, -4.23085, 0.13126], [-1.58675, -2.15029, 0.83585], [0.77216, 0.85312, -0.57679], [-0.95170, -2.36624, -0.37718], [0.86751, 2.07252, -0.15497], [1.03706, -1.71496, -2.01126], [-2.58081, -3.54825, 2.10735], [-0.88911, -4.06958, -1.67234], [-0.73647, 0.15027, 0.64592], [3.04124, 2.92520, -0.05963], [2.26603, 2.67445, -1.70150], [1.71963, 3.88084, -0.59353], [-0.14723, 1.87553, 1.58978], [1.00510, 3.14372, 1.35089], [-0.60869, 3.38478, 0.77589]],
  "forces_ev_per_angstrom": [[-0.20, 1.89, 1.07], [-1.84, 0.52, 2.85], [2.14, -3.33, -3.74], [1.63, 4.23, 0.37], [0.86, 0.25, 1.14], [-0.92, -0.69, -3.27], [1.01, -1.31, -1.57], [0.39, -0.80, 0.19], [-0.58, -0.94, -0.03], [-1.15, -0.69, 1.19], [1.26, 1.31, -0.71], [-0.52, -0.52, 0.06], [0.37, 0.29, -1.46], [0.72, -0.55, -1.57], [-2.21, 0.52, 2.36], [-1.97, -1.08, -0.68], [-0.18, -0.49, -0.01], [-0.41, 0.88, -0.24], [-0.67, -1.17, 1.62], [2.16, 2.04, 2.62], [0.09, -0.36, -0.20]],
  "nbo_charge": [0.162, 0.231, -0.122, 0.070, -0.417, -0.424, -0.469, -0.287, -0.137, -0.270, -0.189, -0.001, 0.212, 0.226, 0.187, 0.189, 0.230, 0.192, 0.207, 0.204, 0.205]
}

{
  "formula": "C6H9NO",
  "method": "wB97M-V/def2-TZVPD",
  "molar_mass_g_mol": 111.1,
  "lumo_energy_ev": 1.01,
  "spin_multiplicity": 1,
  "e_above_lowest_kj_mol": 493.46,
  "e_homo_ev": -8.04,
  "species": ["C", "C", "C", "C", "C", "C", "N", "O", "H", "H", "H", "H", "H", "H", "H", "H", "H"],
  "xyz": [[0.42816, 1.09733, 0.70969], [1.23541, -0.01643, 0.15949], [0.96032, -1.23343, 0.56169], [-1.61997, -0.09397, 0.22656], [2.36424, 0.15729, -0.84587], [-3.00118, 0.04371, -0.35426], [1.05900, -2.34286, 1.04463], [-1.02929, 1.08329, 0.23575], [0.75761, 2.23734, 0.43853], [0.47717, 1.11964, 1.79011], [2.08842, 0.38662, -1.87975], [2.92821, 1.04832, -0.62055], [3.04835, -0.75816, -0.83500], [-3.64037, -0.79357, -0.25040], [-3.62145, 0.91623, -0.08149], [-2.90854, 0.24644, -1.39236], [0.47390, -3.09780, 1.09322]],
  "forces_ev_per_angstrom": [[0.15, 2.82, -0.85], [0.34, 0.75, -0.88], [0.32, -1.42, 0.65], [0.37, 0.98, 0.17], [0.44, -0.82, -0.37], [-0.17, 1.46, 0.63], [1.65, 2.85, 0.53], [0.05, -1.06, 0.33], [-0.52, -3.05, 0.11], [-0.78, -0.30, 0.31], [-0.49, -0.54, -0.05], [0.53, 0.16, 0.65], [-0.88, 1.37, -0.06], [-0.19, -1.14, 0.26], [0.55, 0.04, 0.57], [0.50, -0.14, -1.36], [-1.86, -1.97, -0.66]],
  "nbo_charge": [-0.063, -0.355, 0.534, 0.269, -0.592, -0.773, -0.647, -0.509, 0.207, 0.203, 0.208, 0.212, 0.223, 0.219, 0.224, 0.246, 0.394]
}

{
  "formula": "C6H9NO",
  "method": "wB97M-V/def2-TZVPD",
  "molar_mass_g_mol": 111.1,
  "lumo_energy_ev": 0.09,
  "smiles": "[H]/N=C(/C)OC(C)=C=C",
  "spin_multiplicity": 1,
  "e_above_lowest_kj_mol": 365.25,
  "e_homo_ev": -8.13,
  "species": ["C", "C", "C", "C", "C", "C", "N", "O", "H", "H", "H", "H", "H", "H", "H", "H", "H"],
  "xyz": [[1.43252, -0.60108, 1.71400], [0.73343, 1.10296, -1.96299], [0.32140, -0.34260, 0.74928], [-0.90996, -0.09632, 1.10171], [-0.03015, -0.10784, -1.53965], [-2.14422, 0.13025, 1.43222], [-1.11827, -0.50123, -2.10953], [0.53931, -0.84145, -0.55241], [-1.40732, -1.36151, -1.62883], [1.22128, -1.48983, 2.31765], [2.37920, -0.76258, 1.18881], [1.56328, 0.25244, 2.38709], [1.76092, 0.81955, -2.20761], [0.27334, 1.54336, -2.85249], [0.73806, 1.84726, -1.16332], [-2.84362, 0.52689, 0.70399], [-2.50922, -0.11825, 2.42207]],
  "forces_ev_per_angstrom": [[0.82, 0.91, -0.12], [-0.12, 0.10, -0.33], [0.62, -0.78, -0.41], [-0.21, 0.33, 0.13], [-2.31, -0.38, -1.67], [-0.61, 0.13, -0.05], [1.65, 0.50, 0.89], [0.67, -1.12, 1.33], [-0.05, 0.20, -0.20], [-0.07, 0.17, -0.16], [-0.14, 0.11, 0.04], [-0.02, -0.15, 0.04], [-0.06, 0.07, 0.16], [0.02, -0.13, 0.24], [0.12, -0.09, 0.02], [0.12, 1.31, 0.44], [-0.43, -1.16, -0.34]],
  "nbo_charge": [-0.653, -0.696, 0.206, 0.027, 0.573, -0.458, -0.650, -0.529, 0.343, 0.222, 0.229, 0.236, 0.231, 0.241, 0.233, 0.227, 0.218]
}

{
  "formula": "C6H9NO",
  "method": "wB97M-V/def2-TZVPD",
  "molar_mass_g_mol": 111.1,
  "lumo_energy_ev": [0.77, 0.77],
  "spin_multiplicity": 1,
  "e_above_lowest_kj_mol": 607.33,
  "e_homo_ev": [-6.93, -6.92],
  "species": ["C", "C", "C", "N", "C", "C", "C", "O", "H", "H", "H", "H", "H", "H", "H", "H", "H"],
  "xyz": [[0.98002, -0.40843, -1.38442], [-1.65621, -1.37069, -0.53367], [0.02268, 0.00475, -0.37270], [-2.10362, -2.20296, 0.44571], [-0.62887, 0.64487, 0.46685], [0.78366, 2.04204, 0.52282], [1.82785, 1.89942, 1.31820], [-2.03882, -1.46384, -1.68214], [-1.69280, -2.14967, 1.36142], [-2.78767, -2.92028, 0.22717], [-1.38805, 0.83091, 1.19296], [0.54269, 2.94924, -0.02286], [1.84173, -0.90982, -0.94226], [0.45860, -1.09172, -2.06248], [1.32417, 0.46249, -1.94332], [2.43869, 2.74140, 1.64130], [2.07595, 0.94231, 1.76742]],
  "forces_ev_per_angstrom": [[0.05, 0.27, -0.25], [1.78, -0.40, -1.58], [-3.64, -5.21, -0.87], [0.22, 0.57, 0.32], [4.29, 5.56, 1.13], [-2.32, -0.88, 0.79], [-0.15, -0.03, 0.21], [-0.13, 0.20, 0.46], [-0.12, -0.14, -0.05], [0.13, 0.24, 0.06], [-0.30, -0.35, -0.12], [-0.04, 0.07, 0.22], [-0.08, 0.02, 0.04], [0.14, 0.16, 0.00], [0.11, 0.00, -0.05], [0.28, -0.10, -0.54], [-0.22, 0.04, 0.22]],
  "nbo_charge": [-0.711, 0.583, 0.141, -0.866, -0.190, -0.242, -0.442, -0.654, 0.393, 0.395, 0.252, 0.188, 0.244, 0.276, 0.241, 0.202, 0.191]
}